(1)
{
  "formula": "C3H14O4",
  "method": "ωB97M-V/def2-TZVPD",
  "homo_lumo_gap_ev": 10.404,
  "multiplicity": 1,
  "relative_energy_kj_mol": 181.7,
  "e_tot_ha": -423.59935,
  "smiles": "C=CC.O.O.O.O",
  "elements": ["H", "H", "O", "C", "H", "H", "H", "C", "H", "H", "O", "H", "C", "O", "H", "H", "H", "H", "H", "H", "O"],
  "coordinates": [[0.279, -0.775, -1.045], [-2.393, 1.769, 3.119], [-0.194, -0.727, -1.887], [-0.350, 2.603, 3.176], [1.327, 2.662, 4.469], [0.722, -3.571, -1.891], [-1.257, 0.972, 4.176], [-1.357, 1.796, 3.437], [-0.348, -3.095, -2.773], [-3.542, -1.479, -2.209], [-2.900, -0.860, -2.560], [-2.490, -0.414, -1.814], [1.182, 2.597, 3.376], [2.456, -1.776, -3.142], [2.983, -1.158, -3.652], [1.652, 1.727, 2.997], [-0.454, 3.333, 2.377], [0.553, -1.023, -2.434], [2.117, -2.445, -3.760], [1.544, 3.483, 2.858], [0.469, -3.622, -2.820]]
}

(2)
{
  "formula": "C55H59BrNNaO3P2S3Si",
  "method": "ωB97M-V/def2-TZVPD",
  "homo_lumo_gap_ev": 7.400,
  "multiplicity": 1,
  "relative_energy_kj_mol": 97.1,
  "e_tot_ha": -7314.88578,
  "elements": ["C", "C", "C", "H", "O", "C", "H", "C", "O", "H", "H", "H", "H", "C", "C", "C", "H", "C", "C", "H", "C", "C", "H", "H", "H", "H", "H", "C", "C", "H", "C", "C", "H", "H", "H", "C", "H", "H", "C", "H", "C", "C", "S", "H", "C", "H", "C", "C", "C", "Na", "H", "C", "H", "H", "C", "Br", "H", "C", "C", "C", "H", "H", "C", "H", "C", "H", "C", "C", "H", "H", "C", "S", "C", "H", "C", "H", "H", "C", "C", "C", "C", "H", "H", "H", "C", "P", "H", "H", "H", "H", "H", "H", "H", "H", "C", "H", "H", "H", "S", "H", "H", "H", "C", "H", "C", "C", "P", "C", "H", "N", "C", "C", "H", "O", "C", "C", "H", "H", "C", "C", "H", "Si", "C", "C", "H", "C"],
  "coordinates": [[-1.877, 5.740, -1.178], [0.979, 1.071, -2.956], [-5.537, -0.279, 0.361], [-5.091, 0.709, 0.314], [0.625, 3.281, 1.447], [-3.791, 2.771, -1.698], [6.097, 3.546, 0.314], [-6.154, 3.191, -1.599], [-3.962, -4.573, -0.802], [-0.509, -6.696, -0.652], [-2.938, 2.346, -2.216], [-7.138, 3.121, -2.044], [1.145, -7.423, -1.648], [0.607, -5.308, 0.637], [1.414, 1.880, -3.994], [-3.227, -1.493, 0.387], [-7.066, -3.869, 0.468], [0.424, -5.268, -3.142], [-4.729, -1.402, 0.392], [2.183, -6.129, 1.930], [0.087, 6.701, -2.172], [2.482, 1.537, 3.646], [0.062, 0.505, -3.044], [-0.402, -3.459, 1.264], [3.848, -5.142, -2.927], [3.829, 2.729, 2.522], [0.979, -3.885, 2.296], [3.344, 2.489, -2.693], [-6.914, -0.465, 0.375], [5.389, -4.995, 0.361], [3.966, 3.521, 0.192], [1.978, -6.950, -2.165], [-0.440, -5.658, -2.613], [4.603, -5.667, -1.060], [-2.046, 6.477, 4.113], [2.181, 0.022, 1.347], [-0.528, -4.799, 2.393], [0.228, -4.221, -3.374], [0.155, -4.287, 1.706], [5.057, -2.612, -0.367], [-2.244, 3.836, 1.996], [-3.618, 3.349, -0.440], [-2.287, -0.068, 0.371], [1.658, -7.246, 0.668], [5.273, 5.453, 0.854], [-1.212, -5.072, -0.562], [1.601, 0.465, 3.649], [-6.650, -2.872, 0.442], [-5.996, 3.754, -0.342], [-0.210, 1.284, 1.224], [4.273, 3.043, -2.609], [-2.716, 2.880, 2.893], [4.034, -6.103, 0.549], [-2.955, 5.724, -1.075], [3.171, 1.869, 2.495], [0.754, -2.517, -1.120], [1.039, 0.213, 4.539], [3.408, -3.520, 1.371], [-5.045, 2.700, -2.279], [1.472, -0.304, 2.501], [-1.639, 5.884, 1.763], [-1.901, 7.446, -2.470], [-5.286, -2.662, 0.423], [0.622, -6.928, 2.056], [-2.946, 3.217, 4.220], [0.844, -1.188, 2.503], [0.272, 4.833, -0.680], [2.901, 1.697, -1.631], [-2.880, 4.770, 5.699], [1.971, 6.162, 1.002], [4.117, 6.182, 1.075], [-3.956, -3.826, 0.423], [-0.684, -5.842, 0.001], [-6.855, 4.133, 0.196], [0.871, 5.761, -1.521], [-3.316, 2.466, 4.906], [0.552, 7.428, -2.824], [-2.007, 5.131, 2.448], [1.720, 0.983, -1.784], [2.850, -4.907, -3.292], [2.880, 5.601, 0.826], [-4.627, 4.272, 1.219], [2.717, -2.679, 1.459], [4.494, -3.304, -1.881], [4.419, -5.284, -0.058], [-1.932, 3.296, 0.270], [1.340, 0.358, -0.992], [-8.540, -1.864, 0.431], [2.888, -7.170, -1.605], [4.399, -3.168, 1.674], [2.959, 3.211, -4.668], [4.171, 7.200, 1.437], [0.506, -5.812, -4.089], [-7.569, 0.396, 0.347], [3.000, 1.154, 1.304], [2.071, -7.434, -3.142], [2.780, -3.827, -3.435], [-1.353, -6.170, 0.800], [1.226, 3.521, 0.079], [1.942, 5.758, -1.671], [2.093, -0.647, 0.501], [2.618, 2.133, 4.539], [-2.235, 5.466, 3.775], [-5.164, 2.241, -3.251], [1.744, -5.442, -2.374], [1.322, -6.466, 1.351], [3.991, 1.706, -0.154], [-4.733, 3.834, 0.235], [2.744, -5.379, -4.275], [-2.754, -2.703, 0.387], [4.167, -2.956, -0.905], [-1.123, 4.765, -0.528], [3.520, -2.092, -1.062], [-3.915, -4.539, 1.669], [2.603, 2.586, -3.860], [-2.703, 4.509, 4.664], [-2.920, 1.869, 2.549], [6.241, 5.903, 1.032], [-7.465, -1.745, 0.419], [3.492, -4.056, -0.066], [3.100, -4.285, 2.084], [1.736, -4.518, -0.694], [-1.285, 6.705, -1.979], [5.192, 4.130, 0.433], [0.833, 1.958, -4.903], [2.813, 4.301, 0.354]]
}

(3)
{
  "formula": "C15H7F3N5O8S",
  "method": "ωB97M-V/def2-TZVPD",
  "homo_lumo_gap_ev": 4.401,
  "multiplicity": 1,
  "relative_energy_kj_mol": 0.0,
  "e_tot_ha": -2149.00456,
  "charge": -1,
  "elements": ["F", "F", "O", "H", "F", "C", "O", "O", "O", "H", "O", "C", "H", "H", "C", "C", "C", "O", "O", "H", "C", "N", "C", "S", "N", "C", "C", "C", "H", "C", "N", "C", "C", "C", "O", "C", "H", "N", "N"],
  "coordinates": [[2.128, -2.700, -3.157], [2.623, -1.987, -1.141], [-0.229, -1.637, -1.539], [-0.161, 4.656, 0.624], [3.217, -0.810, -2.895], [-1.757, 3.763, -0.514], [3.815, -2.456, 1.612], [-3.843, 4.715, -0.626], [-2.295, 5.712, 0.580], [-1.598, 0.897, -2.360], [-1.973, 0.931, 1.713], [-0.175, -3.477, 1.675], [1.001, 0.303, 1.502], [-3.178, 2.707, -1.749], [-2.158, 2.704, -1.365], [-0.443, 3.814, -0.005], [0.062, 1.687, -1.134], [0.288, -0.360, -3.649], [3.366, -0.326, 1.359], [1.925, -3.942, 1.827], [0.439, 2.799, -0.301], [-2.459, -2.517, 1.674], [-1.115, -2.403, 1.573], [0.611, -0.725, -2.288], [-1.197, -5.858, 1.818], [2.252, -1.605, -2.390], [1.179, -3.154, 1.735], [-0.742, -4.784, 1.755], [1.981, 0.705, -0.863], [-0.653, -1.075, 1.526], [3.001, -1.513, 1.533], [0.685, -0.735, 1.558], [1.602, -1.796, 1.634], [-1.272, 1.698, -1.687], [-2.898, -1.182, 1.728], [0.993, 0.653, -1.324], [1.456, 2.789, 0.099], [-1.798, -0.273, 1.632], [-2.680, 4.782, -0.168]]
}

(4)
{
  "formula": "AlH10O5",
  "method": "ωB97M-V/def2-TZVPD",
  "homo_lumo_gap_ev": 4.483,
  "multiplicity": 1,
  "relative_energy_kj_mol": 753.3,
  "e_tot_ha": -623.16390,
  "charge": 3,
  "elements": ["H", "O", "H", "O", "H", "H", "H", "O", "H", "O", "H", "H", "H", "Al", "O", "H"],
  "coordinates": [[18.002, 2.532, 11.309], [14.847, 5.992, 12.455], [17.842, 5.459, 12.279], [17.492, 5.222, 11.420], [17.708, 5.245, 8.548], [15.449, 6.728, 12.345], [18.206, 5.411, 10.810], [15.390, 1.926, 8.189], [16.729, 5.463, 7.414], [17.446, 2.203, 10.603], [17.878, 1.401, 10.311], [15.624, 1.984, 7.262], [14.176, 6.319, 13.054], [15.062, 3.981, 10.309], [16.888, 4.914, 8.181], [15.134, 1.013, 8.316]]
}